Record 1
Formula: C6H11N
Source: the OMol25 dataset
Level of theory: ωB97M-V/def2-TZVPD

Computed properties:
**Structure (SMILES)**: C/C=C/C(C)=C/N
**Gap between HOMO and LUMO**: 8.336 eV
**Calculated total energy**: -7887.824 eV
**E_HOMO**: -7.341 eV
**Spin multiplicity**: 1

The geometry in XYZ format:
```
18
Properties=species:S:1:pos:R:3:nbo_charge:R:1
C 0.556 1.656 -1.356 -0.63
N -1.072 2.533 0.766 -0.84
C -0.569 1.199 0.849 0.02
C 0.325 0.778 -0.094 -0.12
C 0.562 -0.695 -0.287 -0.21
C 0.305 -1.599 0.732 -0.19
C 0.472 -3.059 0.560 -0.63
H -0.164 1.332 -2.240 0.20
H 1.554 1.607 -1.635 0.22
H 0.233 2.661 -1.368 0.21
H -1.833 2.674 1.404 0.37
H -1.195 2.903 -0.245 0.38
H -1.238 0.613 1.459 0.20
H 0.878 -0.995 -1.330 0.21
H -0.371 -1.410 1.601 0.19
H -0.499 -3.567 0.599 0.21
H 1.200 -3.567 1.116 0.22
H 0.857 -3.062 -0.531 0.20
```

Record 2
Formula: C6H11N
Source: the OMol25 dataset
Level of theory: ωB97M-V/def2-TZVPD

Computed properties:
**Structure (SMILES)**: CCC[C@@H](C)C#N
**Gap between HOMO and LUMO**: 12.284 eV
**Calculated total energy**: -7890.347 eV
**E_HOMO**: -11.339 eV
**Spin multiplicity**: 1

The geometry in XYZ format:
```
18
Properties=species:S:1:pos:R:3:nbo_charge:R:1
C 1.874 -1.225 1.536 -0.60
C 0.997 -0.058 1.081 -0.40
C 0.221 -0.367 -0.202 -0.37
C -0.690 0.773 -0.700 -0.32
C -1.510 0.423 -1.961 -0.59
C -1.721 1.146 0.279 0.29
N -2.644 1.376 0.939 -0.34
H 2.409 -0.975 2.458 0.21
H 1.271 -2.120 1.732 0.20
H 2.621 -1.487 0.776 0.20
H 0.286 0.198 1.878 0.21
H 1.625 0.830 0.927 0.20
H 0.928 -0.586 -1.014 0.21
H -0.390 -1.268 -0.063 0.21
H -0.054 1.650 -0.891 0.24
H -1.003 -0.323 -2.571 0.21
H -2.488 0.029 -1.675 0.23
H -1.672 1.318 -2.565 0.22
```

Record 3
Formula: C6H11N
Source: the OMol25 dataset
Level of theory: ωB97M-V/def2-TZVPD

Computed properties:
**Gap between HOMO and LUMO**: 10.779 eV
**Calculated total energy**: -7886.832 eV
**E_HOMO**: -10.045 eV
**Spin multiplicity**: 1

The geometry in XYZ format:
```
18
Properties=species:S:1:pos:R:3:nbo_charge:R:1
C -0.589 -2.019 -0.546 -0.61
C -0.969 -0.583 -0.187 -0.38
C 0.180 0.317 0.324 -0.23
C -0.219 1.760 0.394 -0.47
C 1.397 0.269 -0.537 -0.53
C 0.320 0.273 1.810 0.30
N 0.394 0.134 2.958 -0.33
H 0.072 -2.053 -1.418 0.21
H -1.488 -2.591 -0.800 0.22
H -0.091 -2.528 0.286 0.21
H -1.743 -0.586 0.587 0.22
H -1.400 -0.084 -1.067 0.21
H -1.218 1.915 0.838 0.23
H 0.549 2.409 0.825 0.23
H 0.032 2.018 -1.041 0.12
H 2.230 0.879 -0.187 0.22
H 1.743 -0.746 -0.821 0.23
H 0.801 1.216 -1.419 0.16
```

Record 4
Formula: C6H11N
Source: the OMol25 dataset
Level of theory: ωB97M-V/def2-TZVPD

Computed properties:
**Structure (SMILES)**: C=CNC/C=C/C
**Gap between HOMO and LUMO**: 9.094 eV
**Calculated total energy**: -7888.495 eV
**E_HOMO**: -7.991 eV
**Spin multiplicity**: 1

The geometry in XYZ format:
```
18
Properties=species:S:1:pos:R:3:nbo_charge:R:1
C -2.385 -1.259 2.410 -0.52
C -1.563 -0.861 1.422 0.01
N -1.221 0.458 1.170 -0.62
C -0.720 0.822 -0.124 -0.24
C 2.736 0.232 -1.863 -0.66
C 1.249 0.239 -1.621 -0.18
C 0.709 0.356 -0.411 -0.19
H -2.879 -0.641 3.145 0.20
H -2.615 -2.317 2.365 0.20
H -0.905 -1.581 0.951 0.20
H -1.866 1.139 1.536 0.38
H -1.255 0.440 -1.014 0.17
H -0.750 1.906 -0.245 0.21
H 2.973 0.212 -2.920 0.22
H 3.273 1.119 -1.501 0.22
H 3.183 -0.583 -1.286 0.22
H 0.618 -0.132 -2.430 0.19
H 1.417 0.453 0.416 0.19
```

Record 5
Formula: C6H11N
Source: the OMol25 dataset
Level of theory: ωB97M-V/def2-TZVPD

Computed properties:
**Structure (SMILES)**: CCC(C#N)CC
**Gap between HOMO and LUMO**: 12.039 eV
**Calculated total energy**: -7889.780 eV
**E_HOMO**: -11.102 eV
**Spin multiplicity**: 1

The geometry in XYZ format:
```
18
Properties=species:S:1:pos:R:3:nbo_charge:R:1
C 0.270 -2.168 1.354 -0.64
C 0.814 -0.832 0.777 -0.37
C -0.266 0.035 0.137 -0.32
C 0.398 1.252 -0.511 -0.38
C -0.599 2.255 -1.064 -0.61
C -1.030 -0.739 -0.871 0.29
N -1.617 -1.327 -1.677 -0.33
H 0.775 -2.570 2.246 0.22
H 0.618 -2.642 0.480 0.22
H -0.811 -2.366 1.431 0.22
H 1.420 -0.287 1.496 0.21
H 1.484 -1.111 -0.056 0.19
H -0.991 0.357 0.892 0.24
H 1.020 1.709 0.267 0.21
H 1.083 0.903 -1.296 0.21
H -1.269 2.605 -0.271 0.20
H -0.086 3.122 -1.483 0.22
H -1.213 1.806 -1.851 0.22
```

Record 6
Formula: C6H11N
Source: the OMol25 dataset
Level of theory: ωB97M-V/def2-TZVPD

Computed properties:
**Gap between HOMO and LUMO (spin up / spin down)**: 8.318 / 8.316 eV
**Calculated total energy**: -7886.440 eV
**E_HOMO (spin up / spin down)**: -7.849 / -7.848 eV
**Spin multiplicity**: 1

The geometry in XYZ format:
```
18
Properties=species:S:1:pos:R:3:nbo_charge:R:1
C 0.645 -2.418 -0.012 -0.52
C 0.903 -1.021 -0.455 -0.45
C 0.038 0.082 0.272 -0.31
C 0.050 1.429 -0.454 -0.38
C -0.635 2.551 0.331 -0.61
C -1.314 -0.444 0.466 0.30
N -1.715 -1.571 0.463 -0.50
H 0.762 -3.175 -0.774 0.21
H -1.188 -2.749 0.256 0.35
H 1.057 -2.702 0.955 0.19
H 1.946 -0.724 -0.263 0.24
H 0.736 -0.923 -1.534 0.21
H 0.429 0.222 1.292 0.23
H 1.097 1.695 -0.652 0.21
H -0.433 1.306 -1.434 0.20
H -0.136 2.719 1.294 0.20
H -0.613 3.496 -0.227 0.21
H -1.681 2.297 0.537 0.22
```

Record 7
Formula: C6H11N
Source: the OMol25 dataset
Level of theory: ωB97M-V/def2-TZVPD

Computed properties:
**Structure (SMILES)**: C=C[C@H](C#N)CC.[H][H]
**Gap between HOMO and LUMO**: 11.273 eV
**Calculated total energy**: -7888.764 eV
**E_HOMO**: -10.265 eV
**Spin multiplicity**: 1

The geometry in XYZ format:
```
18
Properties=species:S:1:pos:R:3:nbo_charge:R:1
C -2.516 0.063 0.650 -0.38
C -1.356 -0.576 0.560 -0.17
C 0.017 0.063 0.645 -0.38
C 1.076 -0.632 -0.236 -0.37
C 2.491 -0.162 0.084 -0.61
C -0.039 1.501 0.339 0.30
N -0.079 2.627 0.078 -0.33
H -3.459 -0.476 0.620 0.21
H -1.660 0.205 -2.061 0.00
H -2.569 1.144 0.752 0.21
H -1.339 -1.660 0.459 0.21
H -1.327 0.225 -2.725 0.00
H 0.354 -0.022 1.689 0.25
H 0.994 -1.712 -0.066 0.21
H 0.842 -0.457 -1.293 0.22
H 2.736 -0.352 1.136 0.20
H 3.227 -0.690 -0.530 0.22
H 2.608 0.912 -0.099 0.22
```

Record 8
Formula: C6H11N
Source: the OMol25 dataset
Level of theory: ωB97M-V/def2-TZVPD

Computed properties:
**Gap between HOMO and LUMO (spin up / spin down)**: 5.425 / 9.461 eV
**Calculated total energy**: -7884.412 eV
**Expectation value of S²**: 2.006
**E_HOMO (spin up / spin down)**: -4.671 / -11.205 eV
**Spin multiplicity**: 3

The geometry in XYZ format:
```
18
Properties=species:S:1:pos:R:3:mulliken_spin:R:1
C 2.219 0.517 -0.581 0.00
C -0.987 -1.310 0.724 1.09
C -1.245 -0.204 0.045 0.63
C 2.906 -0.281 0.424 0.04
C -1.257 1.221 0.627 0.05
C -1.781 -0.275 -1.357 0.03
N 1.699 1.229 -1.275 0.00
H -0.995 -2.233 0.349 0.04
H -0.536 -1.105 1.718 0.00
H 2.763 -1.368 0.281 -0.01
H 2.673 0.038 1.459 -0.01
H 3.953 -0.001 0.421 0.00
H -0.306 1.580 0.399 0.04
H -1.394 1.184 1.727 0.00
H -2.011 1.900 0.137 0.00
H -2.150 -1.274 -1.644 0.00
H -0.913 0.006 -2.003 0.06
H -2.639 0.378 -1.451 0.02
```

Record 9
Formula: C6H11N
Source: the OMol25 dataset
Level of theory: ωB97M-V/def2-TZVPD

Computed properties:
**Gap between HOMO and LUMO (spin up / spin down)**: 8.853 / 8.051 eV
**Calculated total energy**: -7879.551 eV
**Net charge**: +1
**Expectation value of S²**: 0.771
**E_HOMO (spin up / spin down)**: -13.672 / -14.952 eV
**Spin multiplicity**: 2

The geometry in XYZ format:
```
18
Properties=species:S:1:pos:R:3:mulliken_spin:R:1
C 1.447 -0.704 2.128 0.02
C 0.253 -1.106 1.117 0.00
N -1.027 2.020 -0.757 0.25
C -0.237 1.273 0.204 0.26
C -0.183 -0.076 -0.019 0.22
C -0.539 -0.700 -1.296 0.00
C -0.471 -0.070 -2.535 0.20
H 1.051 0.042 2.826 0.00
H 1.936 -1.798 2.635 0.00
H 2.377 -0.217 1.614 0.00
H 0.501 -2.139 0.464 0.00
H -0.781 -1.189 1.555 0.01
H -1.962 1.499 -0.917 0.00
H -1.204 2.931 -0.288 0.00
H 0.546 1.758 0.862 0.00
H -0.946 -1.652 -1.396 0.03
H 0.137 0.711 -2.751 0.01
H -0.900 -0.583 -3.446 0.01
```

Record 10
Formula: C6H11N2
Source: the OMol25 dataset
Level of theory: ωB97M-V/def2-TZVPD

Computed properties:
**Structure (SMILES)**: CC(=[NH2+])C[C@@H]1N=C1C
**Gap between HOMO and LUMO**: 10.053 eV
**Calculated total energy**: -9372.647 eV
**Net charge**: +1
**E_HOMO**: -13.955 eV
**Spin multiplicity**: 1

The geometry in XYZ format:
```
19
Properties=species:S:1:pos:R:3:nbo_charge:R:1
C 2.003 0.272 -0.024 0.36
C -0.317 -0.621 0.610 -0.48
C 0.883 0.234 0.915 -0.19
C -1.563 0.250 0.029 0.52
C 3.150 -0.459 -0.510 -0.69
C -2.778 -0.478 -0.332 -0.71
N 1.249 1.273 -0.114 -0.39
N -1.401 1.507 -0.141 -0.64
H -0.115 -1.369 -0.158 0.25
H -0.675 -1.138 1.498 0.26
H 1.029 0.515 1.950 0.21
H 3.993 -0.276 0.160 0.28
H 3.429 -0.134 -1.510 0.26
H 2.954 -1.531 -0.493 0.26
H -2.595 -0.973 -1.294 0.28
H -3.637 0.177 -0.457 0.25
H -3.003 -1.266 0.384 0.27
H -2.144 2.097 -0.504 0.43
H -0.461 1.919 -0.010 0.47
```

Record 11
Formula: C6H11N2O
Source: the OMol25 dataset
Level of theory: ωB97M-V/def2-TZVPD

Computed properties:
**Gap between HOMO and LUMO**: 8.949 eV
**Calculated total energy**: -11416.967 eV
**Net charge**: +1
**E_HOMO**: -13.008 eV
**Spin multiplicity**: 1

The geometry in XYZ format:
```
20
Properties=species:S:1:pos:R:3:nbo_charge:R:1
C 2.712 1.922 0.272 -0.33
C -0.896 -1.804 0.040 0.12
C 2.302 0.785 0.066 0.23
C -1.663 0.542 -0.099 0.56
C -3.159 0.634 -0.097 -0.69
C 2.795 -1.364 -0.215 -0.25
N -1.144 -0.645 -0.289 -0.36
N -0.972 1.650 0.024 -0.70
O 1.783 -0.451 -0.128 -0.51
H 3.051 2.828 0.750 0.27
H 0.019 1.571 -0.050 0.44
H -0.510 -2.429 -0.848 0.20
H -1.017 -2.324 0.900 0.20
H -3.603 0.470 -1.109 0.29
H -3.497 -0.275 0.422 0.25
H -3.567 1.518 0.382 0.26
H 2.172 -2.300 -0.159 0.18
H 3.403 -1.296 0.735 0.21
H 3.256 -1.317 -1.241 0.21
H -1.463 2.285 0.644 0.43
```

Record 12
Formula: C6H11N2O2
Source: the OMol25 dataset
Level of theory: ωB97M-V/def2-TZVPD

Computed properties:
**Structure (SMILES)**: c1ooc1N1CC[NH2+]CC1
**Gap between HOMO and LUMO**: 9.077 eV
**Calculated total energy**: -13462.593 eV
**Net charge**: +1
**E_HOMO**: -12.533 eV
**Spin multiplicity**: 1

The geometry in XYZ format:
```
21
Properties=species:S:1:pos:R:3:nbo_charge:R:1
C 2.856 -1.433 1.536 0.12
C 1.818 -0.732 0.968 0.25
C 0.286 -1.044 -0.855 -0.25
C 0.811 1.143 -0.222 -0.26
C -1.103 -0.866 -0.254 -0.27
C -0.457 1.382 0.445 -0.24
N 1.230 -0.208 -0.114 -0.44
N -1.552 0.545 -0.185 -0.49
O 2.285 -1.906 2.602 -0.18
O 0.997 -1.399 2.253 -0.31
H 3.911 -1.303 1.550 0.23
H 0.328 -2.123 -0.703 0.26
H 0.487 -0.853 -1.973 0.24
H 0.692 1.582 -1.193 0.22
H 1.549 1.745 0.223 0.26
H -1.747 -1.593 -0.678 0.25
H -1.078 -1.202 0.792 0.24
H -0.329 1.020 1.550 0.25
H -0.833 2.400 0.552 0.25
H -1.733 0.936 -1.041 0.42
H -2.442 0.390 0.361 0.46
```

Record 13
Formula: C6H11N2O2P
Source: the OMol25 dataset
Level of theory: ωB97M-V/def2-TZVPD

Computed properties:
**Structure (SMILES)**: Cc1nccn1P(O)CCO
**Gap between HOMO and LUMO**: 9.082 eV
**Calculated total energy**: -22763.934 eV
**E_HOMO**: -8.746 eV
**Spin multiplicity**: 1

The geometry in XYZ format:
```
22
Properties=species:S:1:pos:R:3:nbo_charge:R:1
C 2.509 0.876 -1.176 -0.09
C 1.264 1.331 -1.059 -0.11
C 1.699 -0.178 0.558 0.37
C 1.547 -1.028 1.726 -0.67
C -1.679 -1.276 -0.856 -0.09
C -2.033 0.187 -0.549 -0.76
N 2.814 0.001 -0.144 -0.47
N 0.700 0.667 0.009 -0.67
O -1.938 -2.108 0.352 -0.72
O -1.312 2.436 0.302 -0.97
P -0.877 0.947 0.760 1.24
H 3.293 1.098 -1.922 0.21
H 0.667 1.884 -1.773 0.22
H 2.364 -1.011 2.413 0.25
H 0.612 -0.764 2.276 0.22
H 1.557 -1.915 1.252 0.24
H -0.614 -1.523 -1.143 0.19
H -2.404 -1.682 -1.608 0.19
H -3.033 0.210 -0.073 0.24
H -2.182 0.765 -1.455 0.24
H -1.307 -1.803 0.960 0.45
H -1.646 2.886 1.152 0.51
```